1.
{"formula": "C2H8S2", "method": "ωB97M-V/def2-TZVPD", "symbols": ["C", "C", "H", "H", "H", "H", "H", "H", "S", "S", "H", "H"], "coordinates": [[-1.920, -1.404, -0.723], [-2.385, -0.116, -0.055], [-1.895, -1.295, -1.807], [-0.921, -1.680, -0.372], [-2.553, -2.247, -0.446], [-1.701, 0.706, -0.266], [-2.482, -0.231, 1.027], [-3.380, 0.146, -0.413], [1.515, 0.497, -0.770], [1.000, 0.381, 1.248], [0.748, -0.529, -1.161], [-0.149, 1.083, 1.132]], "total_energy_ev": -23874.070, "smiles": "CC.SS", "de_lowest_ev": 0.077, "multiplicity": 1}

2.
{"formula": "C2H8S2", "method": "ωB97M-V/def2-TZVPD", "symbols": ["C", "S", "C", "H", "H", "H", "H", "H", "H", "S", "H", "H"], "coordinates": [[-0.318, -0.581, 0.313], [0.564, 0.929, -0.060], [2.239, 0.554, 0.727], [-0.669, -1.247, -0.480], [0.403, -1.275, 0.790], [-1.049, -0.600, 1.127], [2.618, -0.441, 0.451], [2.323, 0.817, 1.767], [2.843, 1.161, 0.057], [-3.037, -0.037, -0.951], [-2.521, -0.376, -2.156], [-3.397, 1.097, -1.585]], "total_energy_ev": -23873.145, "smiles": "CSC.S", "de_lowest_ev": 1.002, "multiplicity": 1}

3.
{"formula": "C2H8S2", "method": "ωB97M-V/def2-TZVPD", "symbols": ["C", "S", "H", "H", "H", "H", "C", "S", "H", "H", "H", "H"], "coordinates": [[1.339, 1.306, 0.587], [2.854, 0.291, 0.776], [1.463, 2.359, 0.890], [0.577, 0.841, 1.235], [0.978, 1.280, -0.455], [2.938, 0.258, 2.123], [-1.397, -1.459, -0.897], [-1.849, 0.163, -0.238], [-0.382, -1.744, -0.571], [-1.434, -1.489, -1.999], [-2.114, -2.197, -0.501], [-2.974, 0.393, -0.949]], "total_energy_ev": -23873.738, "smiles": "CS.CS", "de_lowest_ev": 0.409, "multiplicity": 1}

4.
{"formula": "C2H8S3", "method": "ωB97M-V/def2-TZVPD", "symbols": ["C", "C", "S", "H", "H", "H", "H", "H", "H", "S", "S", "H", "H"], "coordinates": [[-4.451, 2.458, -1.144], [-2.927, 2.606, -1.472], [-1.926, 1.648, -0.271], [-4.727, 1.665, -0.424], [-4.677, 3.403, -0.592], [-5.077, 2.256, -1.994], [-2.798, 3.678, -1.587], [-2.702, 2.113, -2.415], [-1.621, 2.657, 0.676], [3.236, -1.533, 1.585], [2.500, -2.758, 0.034], [3.795, -0.503, 0.812], [1.245, -2.280, 0.031]], "total_energy_ev": -34708.678, "smiles": "CCS.SS", "de_lowest_ev": 0.720, "multiplicity": 1}

5.
{"formula": "C2H8S3", "method": "ωB97M-V/def2-TZVPD", "symbols": ["C", "C", "S", "H", "H", "H", "H", "H", "H", "S", "S", "H", "H"], "coordinates": [[-0.268, 1.279, -0.917], [-0.997, 0.596, 0.253], [-1.512, -1.105, -0.136], [0.674, 1.790, -0.555], [-0.831, 2.035, -1.456], [0.203, 0.449, -1.625], [-0.366, 0.612, 1.147], [-1.892, 1.076, 0.610], [-0.966, -1.198, -1.297], [2.545, -1.162, 0.428], [1.265, -1.696, 1.929], [1.956, -1.591, -0.711], [0.190, -1.084, 2.330]], "total_energy_ev": -34708.025, "smiles": "CCS.SS", "de_lowest_ev": 1.372, "multiplicity": 1}

6.
{"formula": "C2H9BN2O2", "method": "ωB97M-V/def2-TZVPD", "symbols": ["B", "C", "C", "N", "N", "O", "O", "H", "H", "H", "H", "H", "H", "H", "H", "H"], "coordinates": [[2.800, 0.107, -0.106], [-2.345, 0.096, 0.402], [-0.594, 0.271, -1.201], [-0.400, -1.247, 0.626], [-1.025, -0.345, -0.083], [2.190, -1.130, 0.191], [4.106, 0.389, -0.287], [-2.884, 0.870, -0.265], [-2.860, -0.833, 0.680], [-2.132, 0.424, 1.373], [-1.314, 0.748, -1.842], [0.396, -0.080, -1.462], [2.111, 1.089, -0.156], [-0.815, -1.139, 1.585], [1.291, -1.042, 0.575], [4.849, -0.267, -0.322]], "total_energy_ev": -9970.952, "de_lowest_ev": 1.179, "multiplicity": 1}